A molecular structure, C37H36AsIrN4O2S. Source: OMol25; level of theory: the ωB97M-V functional and the def2-TZVPD basis.

Last column: Mulliken spin population.
CARTESIAN COORDINATES (ANGSTROEM)
Ir: 0.46520 0.36040 -0.61520  0.656
As: 0.32550 -2.02280 -1.06210  0.116
S: -2.23000 0.76190 -1.13930  0.857
O: -0.58680 3.26160 1.97720  0.005
O: 2.13940 -3.25950 2.28330  0.062
N: -0.08350 0.77690 -2.61650  0.124
N: 0.12950 2.30750 0.09640  0.044
N: 0.68320 -0.03740 1.41360  0.209
N: 1.17360 -2.91720 0.30430  0.064
C: 0.66010 -3.06940 -2.67890  0.008
C: -0.51810 6.12990 -2.99700  -0.004
C: 1.05460 3.97410 -2.18790  0.008
C: 1.51060 -1.02550 3.47160  0.117
C: 0.00090 1.16770 -4.96820  0.088
C: 0.63740 5.80230 -3.70000  0.016
C: 1.10770 -5.30460 -0.46460  0.144
C: -0.84760 -6.71130 -0.46510  0.121
C: 1.90580 -4.18440 0.14150  0.092
C: 1.67510 -6.09790 -1.46550  0.028
C: 4.23910 1.39970 1.27240  0.176
C: -0.12000 4.27500 -1.49590  0.005
C: 1.43090 4.73750 -3.27750  -0.007
C: 3.33780 -1.41100 -1.73420  0.612
C: -0.89670 5.37120 -1.90800  0.021
C: 1.24160 0.11220 4.18580  0.027
C: -2.11080 1.17170 -3.85240  0.056
C: 0.48890 1.10590 2.14560  0.062
C: 0.01500 2.25190 1.39750  -0.041
C: 1.20330 -1.12450 2.08970  -0.021
C: 1.46560 -2.39830 1.51820  0.358
C: -0.96940 4.18670 0.95990  -0.002
C: 0.70450 1.21060 3.50420  0.070
C: -1.53340 -2.53680 -0.76390  0.032
C: 0.60830 0.91440 -3.75080  0.000
C: 2.31070 -4.49060 1.59650  0.064
C: 4.47010 -0.82000 0.36240  0.124
C: -1.38390 1.30340 -5.01900  -0.034
C: -0.65120 3.44150 -0.36290  0.018
C: -1.42790 0.90790 -2.66660  -0.034
C: -0.28530 -7.48460 -1.47890  0.248
C: -0.15250 -5.63290 0.04680  0.097
C: 3.06030 0.82530 -0.76140  0.188
C: 0.98190 -7.18050 -1.97010  0.151
C: 4.78760 0.11920 1.32010  -0.012
C: 3.60570 -0.50280 -0.71960  0.011
C: 3.39550 1.74920 0.21960  -0.004
H: -1.88490 1.51520 -5.94900  0.001
H: 4.94050 -1.79250 0.38840  0.001
H: -1.59550 2.98760 -0.76620  0.039
H: -1.80200 5.61580 -1.37290  0.001
H: -1.65620 -3.61620 -0.85320  0.005
H: 0.90950 6.36070 -4.58130  0.001
H: 1.68380 3.16290 -1.85720  -0.002
H: 0.59790 1.26900 -5.85990  0.002
H: 1.41660 -7.78410 -2.74890  0.004
H: -2.02380 4.43220 1.09970  0.001
H: 2.79870 -3.99890 -0.47350  0.007
H: -0.56970 -5.05070 0.85880  -0.002
H: -1.87160 -2.20740 0.21880  -0.002
H: -0.37660 5.09970 1.07670  0.004
H: 5.49600 -0.12900 2.09600  0.006
H: -1.12480 6.96630 -3.30750  0.000
H: 1.68380 0.81650 -3.68640  0.011
H: 0.07860 -3.99180 -2.65570  0.012
H: 4.51440 2.13620 2.01170  -0.001
H: 2.65810 -5.86830 -1.84740  -0.001
H: 3.04710 2.76970 0.14220  0.015
H: -3.18550 1.26380 -3.83380  -0.003
H: -2.17090 -2.06570 -1.51560  -0.019
H: 0.30910 -2.46500 -3.51860  -0.001
H: 1.71270 -3.29370 -2.82660  -0.005
H: -1.82060 -6.96120 -0.07330  0.003
H: 1.66180 -5.25280 2.04730  0.000
H: 2.82050 -1.09560 -2.62900  0.036
H: 2.35230 4.52450 -3.79650  0.000
H: 1.43000 0.15700 5.24570  0.003
H: -0.83190 -8.31930 -1.88460  -0.009
H: 1.94720 -1.88360 3.95840  0.021
H: 3.86100 -2.35180 -1.77090  -0.028
H: 3.34910 -4.81080 1.69880  -0.003
H: 2.68570 1.18180 -1.71720  -0.018
H: 0.48060 2.13470 4.01250  0.001

* charge: +3
* expectation value of S²: 8.83
* 2S+1: 6
* frontier orbital gap (spin up / spin down): 0.205 / 0.099 Eh
* E_HOMO (spin up / spin down): -14.1 / -15.5 eV
* M: 867.9 Da

=====

A molecular structure, C37H36AsN6O4SW. Source: OMol25; level of theory: the ωB97M-V functional and the def2-TZVPD basis.

Last column: Mulliken charge in e.
CARTESIAN COORDINATES (ANGSTROEM)
W: -0.66386 -0.18419 -0.12324  0.566
As: -1.54823 2.26651 -1.29628  1.623
S: -2.88575 -1.17101 0.19708  -0.274
O: -1.36399 -1.76254 -3.68927  -0.523
O: -0.20282 -2.11386 -0.05633  0.058
O: -1.34555 -0.40472 -1.89694  -0.014
O: -1.06165 0.87448 1.44570  -0.329
N: 1.03525 -0.39577 1.05394  1.577
N: -4.15750 -3.16212 1.23508  -0.384
N: 1.07265 -0.34364 -1.59978  0.724
N: -1.17666 -1.85344 2.71151  -0.372
N: -2.25476 -2.67904 2.39979  -0.324
N: 1.70346 -1.58536 1.01544  -0.959
C: -1.01530 3.42957 -3.86734  -0.651
C: 3.02153 0.38013 2.24761  -1.366
C: 2.98530 -5.62967 0.69407  -0.873
C: -3.46924 1.35596 -3.25076  -0.873
C: 0.94347 2.67839 -2.67480  0.067
C: -2.93149 4.44707 0.10127  -0.509
C: -5.78314 0.89591 -2.78009  -0.794
C: -4.33337 1.62805 -1.00749  -0.460
C: -2.94283 5.63180 0.82560  -0.802
C: 0.98002 -2.48748 0.41815  0.464
C: -1.71413 3.90831 -0.30452  0.496
C: 1.74750 3.17820 -3.68702  -1.060
C: -0.20413 3.91909 -4.88216  -0.885
C: -3.07400 -2.42419 1.39117  0.828
C: 3.33301 -0.44617 -2.36500  -1.286
C: 2.94767 -1.12606 -3.50907  -0.810
C: 1.17374 3.78494 -4.79734  -0.729
C: 1.04673 -6.05430 -0.68013  -1.066
C: 1.64358 0.59815 1.72598  1.012
C: -0.76755 -1.16401 -2.86220  -0.419
C: 1.40812 -3.87002 0.26165  0.694
C: -1.75107 6.27099 1.14563  -0.605
C: 2.21811 -6.49686 -0.07613  -0.457
C: 2.58750 -4.31733 0.86400  -0.400
C: -0.51641 4.56229 -0.00825  -0.292
C: -1.18148 2.86417 2.81076  -1.221
C: 0.70967 -0.98646 -2.73229  1.050
C: -0.44126 2.78044 -2.77739  0.631
C: 0.96514 1.79137 2.03954  -1.842
C: -0.41098 1.85195 2.04846  0.687
C: 2.37826 -0.08814 -1.43145  -0.091
C: 1.59756 -1.40215 -3.69346  -0.811
C: -4.72497 0.95047 -3.67741  -0.989
C: -3.28271 1.71668 -1.91955  1.249
C: -5.58527 1.22684 -1.44454  -1.081
C: -0.53824 5.74224 0.72135  -0.985
C: 0.63755 -4.74420 -0.51249  -0.315
H: 2.82443 3.11384 -3.60350  0.499
H: -0.34563 -2.42830 2.80241  0.261
H: 3.18120 -3.63675 1.45839  0.479
H: -0.26930 -4.39060 -0.98606  0.538
H: 3.89445 -5.98189 1.16036  0.464
H: 4.36784 -0.19273 -2.18361  0.613
H: -0.52653 3.65646 3.16086  0.454
H: -4.72671 -3.05022 0.40880  0.222
H: 1.22151 -1.91840 -4.56628  0.616
H: -4.45892 -3.84678 1.91486  0.224
H: 3.69399 0.02138 1.46772  0.327
H: -3.86949 3.98135 -0.17279  0.518
H: -2.08756 3.57025 -3.92572  0.571
H: -6.76365 0.59355 -3.12086  0.450
H: 2.66736 0.44776 -0.54165  0.576
H: 1.80535 4.17364 -5.58386  0.442
H: 0.45866 -6.73080 -1.28428  0.461
H: -2.45109 -3.47697 2.99481  0.221
H: -1.76927 7.19702 1.70332  0.460
H: -3.88674 6.06592 1.12594  0.472
H: 3.41304 1.28786 2.69636  0.508
H: 1.39137 2.24893 -1.78846  0.447
H: -2.64606 1.37577 -3.95221  0.487
H: -1.63946 2.38189 3.67889  0.447
H: -4.87502 0.67878 -4.71282  0.484
H: 1.52569 2.56422 2.54421  0.590
H: -4.18205 1.86403 0.04071  0.609
H: -1.35489 -1.40013 3.60240  0.312
H: 2.99706 -0.41117 2.99989  0.326
H: 2.53551 -7.52230 -0.20739  0.443
H: -0.65226 4.41717 -5.73053  0.471
H: -1.98172 3.28472 2.20532  0.142
H: 3.67910 -1.42847 -4.24604  0.530
H: 0.38577 6.26037 0.94022  0.466
H: -6.41001 1.18265 -0.74636  0.514
H: 0.42756 4.16960 -0.36912  0.480

* charge: +3
* energy above the lowest of the compared OMol25 structures with the same formula, charge and spin: 45.1 kcal/mol
* frontier orbital gap: 0.191 Eh
* E_HOMO: -16.2 eV
* M: 919.6 Da

=====

A molecular structure, C37H36BBrF4N2P2PtSi. Source: OMol25; level of theory: the ωB97M-V functional and the def2-TZVPD basis.

Last column: Mulliken spin population.
CARTESIAN COORDINATES (ANGSTROEM)
Pt: 0.88944 -0.40348 -0.27252  0.867
Br: 3.82599 -2.14908 -0.17643  0.008
P: 0.15937 0.25521 1.79942  0.048
P: -1.71138 -1.38063 0.57914  0.129
Si: 0.18952 -1.70395 -2.22020  0.319
F: -0.58798 4.29639 -2.70408  0.000
F: 1.23859 4.24908 -1.29301  0.000
F: 0.13099 2.30756 -1.80262  0.031
F: 1.40672 3.34971 -3.39985  0.000
N: 2.92511 0.43943 -0.56239  0.064
N: -1.09353 -0.86361 2.13216  -0.009
C: -2.82143 -2.73329 1.10000  0.081
C: 3.98241 -0.34672 -0.73037  0.025
C: 1.74912 0.11903 -3.73077  -0.009
C: -4.14922 0.04608 0.74186  -0.012
C: -1.89362 4.33365 2.02724  0.004
C: -3.19037 2.12157 -0.85284  0.003
C: -4.46121 2.19227 -0.30324  0.006
C: 1.20082 0.94078 4.31435  0.002
C: -0.69768 4.18880 1.34028  0.002
C: 2.69842 -2.08620 -3.57902  0.096
C: 5.17120 0.07949 -1.28777  0.003
C: 1.27166 0.08789 3.21534  0.011
C: -1.84556 2.00897 2.64217  0.010
C: 3.77717 -1.67314 -4.34723  -0.018
C: -4.20443 -4.57938 0.38475  -0.002
C: -3.34954 -3.53129 0.08503  0.047
C: 3.84366 -0.36236 -4.80412  0.050
C: 2.06148 0.75641 5.38638  0.000
C: 5.25883 1.40274 -1.69241  0.001
C: 2.21580 -0.93718 3.19201  0.010
C: -4.94230 1.15297 0.48702  -0.003
C: 1.66000 -1.20109 -3.26787  0.090
C: -0.07326 2.95145 1.30532  0.013
C: 2.99147 -0.27375 5.36493  0.006
C: -4.00048 -4.07146 2.72362  -0.004
C: -0.64167 1.86188 1.95497  0.010
C: 0.20827 -3.54692 -1.88999  0.034
C: -3.15558 -3.01116 2.42338  0.013
C: -2.86635 -0.02903 0.19763  0.012
C: -2.46586 3.24684 2.67860  -0.001
C: 4.16886 2.23738 -1.52051  0.009
C: -2.40213 1.00570 -0.60979  -0.028
C: 2.82964 0.53512 -4.49304  -0.034
C: -1.38972 -1.15618 -3.05228  0.038
C: 3.06957 -1.12130 4.26800  -0.002
C: 3.02189 1.71866 -0.95361  0.007
C: -4.52624 -4.85482 1.70717  0.012
B: 0.53539 3.57928 -2.32623  0.006
H: 1.16548 -3.85530 -1.46554  0.001
H: -2.39490 5.29316 2.04031  0.000
H: -2.27607 -1.34851 -2.44572  -0.014
H: 2.28774 -1.57718 2.31991  0.021
H: -4.52703 -0.75474 1.36572  0.001
H: 4.56581 -2.37427 -4.59217  0.001
H: -0.57331 -3.82561 -1.18173  -0.003
H: 0.98121 0.84268 -3.48047  0.012
H: -5.93812 1.20847 0.90854  0.000
H: -1.36113 -0.08804 -3.27365  -0.001
H: -1.49279 -1.69754 -3.99728  0.005
H: 6.17036 1.76717 -2.14759  0.001
H: -0.25993 5.01351 0.79461  0.000
H: -4.25539 -4.27855 3.75505  0.000
H: -2.79524 2.92256 -1.46619  0.000
H: -2.78073 -2.38596 3.22386  0.004
H: -2.30664 1.14881 3.11063  0.001
H: 4.68723 -0.04164 -5.40339  0.003
H: 4.16990 3.27014 -1.83761  0.002
H: 0.04581 -4.10668 -2.81548  0.005
H: -5.08384 3.05801 -0.49136  0.001
H: 3.80307 -1.91667 4.24413  0.000
H: 3.66366 -0.41077 6.20209  0.000
H: 2.14025 2.32796 -0.83877  0.005
H: 2.00839 1.42181 6.23807  0.000
H: -3.40893 3.35946 3.19809  0.000
H: 2.86969 1.56319 -4.83011  0.000
H: -3.09401 -3.32470 -0.94900  0.006
H: -0.78275 -1.62858 2.72251  -0.003
H: -1.40816 0.96754 -1.03685  -0.013
H: 5.99092 -0.61231 -1.40862  0.001
H: 0.48241 1.75043 4.32646  0.002
H: 2.66301 -3.11081 -3.22646  0.003
H: -5.18659 -5.67873 1.94412  0.001
H: 0.83230 2.83951 0.72783  0.010
H: -4.61359 -5.18608 -0.41250  0.000

* energy above the lowest of the compared OMol25 structures with the same formula, charge and spin: 4.0 kcal/mol
* expectation value of S²: 2.01
* 2S+1: 3
* frontier orbital gap (spin up / spin down): 0.254 / 0.264 Eh
* E_HOMO (spin up / spin down): -6.8 / -8.8 eV
* M: 960.5 Da

=====

Q: Which of these has the highest M?
A: C37H36BBrF4N2P2PtSi

=====

Q: Look up the M of the second one.
A: 919.6 Da